1.
45
Properties=species:S:1:pos:R:3:forces:R:3 method="wB97M-V/def2-TZVPD" homo_ev=-7.342 total_charge=-1
Na -2.004481 7.001911 -14.792511 -0.4 -0.1 -0.2
S -4.026565 9.284065 -13.979384 -2.1 0.0 -0.2
O -2.636123 8.845148 -13.696727 0.6 0.0 0.3
O -4.578525 10.168147 -12.946847 1.0 0.3 -0.1
O -4.004950 10.008098 -15.274284 0.4 -0.4 0.1
O -4.870511 8.083351 -14.073506 0.4 -0.2 -0.2
O -4.636805 6.896762 -11.492181 -0.3 -0.2 0.3
H -3.688212 7.049854 -11.438663 0.0 -0.2 0.0
H -4.923974 7.396089 -12.266640 0.1 0.0 -0.1
O -3.828018 5.524420 -15.004763 0.4 -0.3 -0.1
H -4.775533 5.693677 -15.017007 0.0 0.4 0.1
H -3.730605 4.579151 -15.145717 -0.1 0.0 0.0
O -1.007159 10.845627 -15.006983 0.3 0.3 0.0
H -0.577306 10.070548 -15.379370 -0.1 0.0 0.0
H -1.865236 10.514641 -14.712668 0.0 0.0 -0.2
O -6.321242 8.819608 -16.787500 0.1 -0.1 -0.1
H -5.578419 9.291729 -16.389518 -0.1 0.1 0.0
H -6.716261 8.344220 -16.045614 -0.1 0.0 -0.2
O -4.017815 12.097354 -17.027291 0.0 0.1 -0.1
H -3.703998 12.958384 -16.736311 0.0 0.0 0.1
H -3.783917 11.512041 -16.292212 0.0 0.0 0.0
O -1.795172 6.855814 -12.137507 0.3 -0.2 -0.2
H -2.155448 7.639816 -12.596426 -0.2 0.1 0.3
H -1.164754 7.221412 -11.507224 0.1 0.0 0.0
O -4.110967 10.477200 -10.145382 0.4 0.1 0.2
H -4.825710 11.119281 -10.146575 -0.1 -0.1 0.0
H -3.985278 10.268428 -11.081409 -0.2 0.0 0.0
O -7.342933 7.177883 -14.576163 0.1 -0.2 0.1
H -6.471206 7.516323 -14.286224 -0.2 0.1 0.1
H -7.385130 6.281212 -14.235355 -0.1 0.0 0.0
O -6.489431 11.776817 -14.939688 -0.1 0.2 0.0
H -5.923578 11.369276 -14.275039 -0.1 -0.1 0.0
H -5.941353 11.825816 -15.732441 0.0 0.0 0.0
O -6.959824 9.969184 -11.502283 -0.2 0.2 0.1
H -6.184169 10.204611 -12.032973 -0.1 -0.2 0.0
H -6.980254 9.009435 -11.535435 0.1 0.0 0.0
O -2.246302 8.439674 -16.680848 0.2 -0.2 0.2
H -2.057014 8.950843 -17.471382 0.0 -0.1 -0.1
H -2.897745 8.999554 -16.201668 -0.2 0.1 -0.2
O -3.379093 12.798808 -13.976923 0.0 0.1 -0.1
H -2.596665 12.726881 -13.424110 0.0 0.0 0.0
H -3.829050 11.948986 -13.870998 -0.1 0.1 0.2
O -0.459567 9.676481 -12.072991 0.2 -0.3 0.2
H -0.506553 10.606123 -12.311079 0.0 0.0 -0.1
H -1.092807 9.256849 -12.669829 -0.1 0.5 0.0

---

2.
40
Properties=species:S:1:pos:R:3:forces:R:3 method="wB97M-V/def2-TZVPD" homo_ev=-9.965 total_charge=0
Ne -0.126315 -0.027817 -0.468496 0.0 0.0 0.0
O -1.665461 -2.649466 0.511034 -0.3 0.3 0.0
H -2.471701 -3.142887 0.661846 -0.4 -0.2 0.2
H -1.005041 -3.102910 1.034944 0.5 -0.1 0.2
O 2.798249 1.352320 1.522473 0.1 0.1 -0.3
H 3.696205 1.495191 1.821621 0.3 0.1 0.0
H 2.416236 0.770166 2.179279 -0.6 -0.3 0.3
O 2.792648 -0.251990 -0.850036 0.2 -0.7 -0.2
H 2.490615 0.291960 -1.577443 -0.3 -0.1 -0.3
H 2.595162 0.262570 -0.067445 0.1 0.6 0.6
O -2.083252 -0.274007 2.147404 -0.1 -0.2 0.9
H -2.081970 -0.942651 1.462472 0.2 -0.4 -0.3
H -2.150686 0.554899 1.673469 0.0 0.3 -0.4
O 0.886722 -4.071753 -1.402096 0.0 -0.5 -0.6
H 1.704810 -4.072891 -1.899063 0.2 0.0 -0.2
H 1.087500 -3.572488 -0.610484 0.1 0.3 0.7
O 0.629697 0.025752 3.229212 1.0 -0.2 0.2
H 0.916454 0.874221 3.566983 -0.2 0.4 0.1
H -0.287595 0.159909 2.990869 -0.7 -0.3 -0.4
O 1.138828 0.998603 -2.987177 0.1 0.2 0.2
H 0.482457 0.592696 -3.553441 -0.2 -0.4 -0.1
H 1.579636 1.635806 -3.549210 0.3 0.2 -0.3
O -3.136956 1.678745 -1.948235 -0.1 -0.1 0.2
H -3.150261 2.632447 -2.028924 0.0 0.3 -0.1
H -2.709408 1.376067 -2.749372 0.1 -0.2 -0.2
O -1.655076 -3.391018 -2.224394 -0.8 0.1 -0.8
H -0.752600 -3.703762 -2.161354 0.5 -0.1 0.2
H -1.898934 -3.178578 -1.323488 0.3 0.2 0.2
O -0.087595 2.989239 -1.400164 -0.5 0.4 0.1
H 0.294285 2.346575 -1.997979 0.2 -0.6 -0.2
H 0.666154 3.434689 -1.013300 0.1 0.1 0.4
O -1.845362 1.954804 0.693283 -0.3 0.3 0.7
H -1.414722 2.110199 -0.147330 0.5 0.1 -0.7
H -2.569679 2.580331 0.711130 -0.3 0.1 -0.1
O 1.607645 -2.528306 0.863441 -0.4 -0.5 0.1
H 2.487501 -2.709150 1.194169 0.2 -0.1 0.1
H 1.731685 -1.829848 0.220786 0.2 0.7 -0.4
O 0.073472 3.064479 2.399665 0.6 0.3 0.4
H -0.682831 2.624855 2.011103 -0.4 -0.4 -0.6
H -0.300515 3.642999 3.064248 0.0 0.2 0.2

---

3.
39
Properties=species:S:1:pos:R:3:forces:R:3 method="wB97M-V/def2-TZVPD" homo_ev=-10.326 total_charge=0
O 2.008298 -1.516532 2.209533 1.8 -0.2 1.0
H 1.252749 -1.099833 2.629639 -0.2 -0.3 -0.6
H 1.733860 -2.092500 1.507594 -0.5 -0.2 0.2
O 0.923799 -1.920455 -2.913582 0.8 0.8 0.0
H 1.103390 -1.820122 -3.849846 -0.4 -0.4 -0.2
H 0.303869 -2.611812 -2.729242 -0.4 -0.6 -0.3
O -0.531551 2.383914 2.843436 -0.2 2.9 0.8
H -0.828767 1.588892 3.229374 0.1 -1.6 -0.1
H -0.117268 2.320999 1.994524 -0.1 -0.8 -0.4
O 1.674941 -1.005345 -0.568141 0.3 1.5 -0.1
H 1.925939 -1.218786 -1.471643 -0.3 -0.9 0.1
H 1.327181 -1.760381 -0.108425 -0.3 -0.4 -0.2
O -3.368011 -1.720078 0.900612 0.1 -0.8 -1.2
H -3.548710 -1.426637 -0.008401 -0.3 1.4 0.1
H -3.178392 -2.623998 0.599455 -0.1 -0.3 1.0
O -0.232819 0.822220 -2.464670 -1.9 1.4 -0.8
H 0.425044 0.227448 -2.204292 1.5 -1.6 0.7
H -0.320406 1.418188 -1.710501 0.3 -0.1 0.1
O 3.796202 0.637548 -0.994951 -0.4 0.4 -0.1
H 3.781924 1.209911 -1.765011 0.3 0.1 -0.4
H 2.860316 0.401861 -0.871242 0.3 -0.5 0.4
O -3.018844 -0.417006 -2.003851 0.2 -0.7 0.4
H -2.237788 0.127642 -1.837437 0.0 0.4 -0.1
H -2.590976 -1.258800 -2.199416 -0.2 0.0 -0.4
O 0.126988 2.147080 -0.075042 -0.3 -0.8 0.4
H 0.979190 2.344432 0.335779 0.8 0.6 -0.4
H -0.273591 2.957147 -0.376031 0.0 0.7 0.1
O -3.032804 1.156666 0.607804 0.2 0.2 0.5
H -3.015781 0.596070 1.393679 -0.2 -0.3 -0.2
H -2.931391 2.025162 1.015551 0.1 0.2 -0.2
O 2.888974 2.820279 0.460395 -0.5 0.2 0.2
H 3.296653 2.686429 1.322038 0.0 0.0 0.0
H 3.248456 2.110091 -0.096239 0.3 -0.1 0.2
O -0.105874 -0.223355 1.958072 -1.4 0.9 -0.6
H 0.055460 0.401023 1.234053 0.6 0.1 0.1
H -0.975809 -0.511507 1.661968 -0.2 -0.3 0.4
O -0.763320 -2.594158 0.719207 -0.5 -0.1 -0.3
H -1.235634 -1.941416 0.186590 0.4 0.1 -0.4
H -1.405504 -2.620276 1.438647 0.5 -0.4 0.4

---

4.
39
Properties=species:S:1:pos:R:3:forces:R:3 method="wB97M-V/def2-TZVPD" homo_ev=-9.403 total_charge=0
O -2.456289 2.307305 -0.038993 0.3 0.0 0.3
H -2.089745 2.549797 -0.903105 0.0 -0.3 0.1
H -1.737911 2.538144 0.595021 -0.5 0.0 -0.6
O 2.057426 1.500470 1.198656 0.2 -0.1 0.2
H 2.237578 0.564232 1.388295 0.0 0.3 -0.3
H 2.838953 1.803303 0.723278 -0.1 0.0 0.0
O 1.069604 -1.585898 2.757399 0.0 -0.1 0.1
H 0.500161 -0.824941 2.571559 0.0 0.0 -0.2
H 0.477768 -2.349777 2.719441 0.1 0.1 -0.2
O -1.370218 -1.304543 -2.541653 0.4 -0.4 0.1
H -0.697187 -1.167065 -1.842436 -0.6 0.3 -0.6
H -1.474107 -0.434223 -2.925915 -0.1 0.1 0.1
O -0.823666 2.116993 -2.495213 0.2 -0.1 -0.1
H -1.318896 1.774967 -3.246278 0.0 0.1 0.0
H -0.134521 1.446492 -2.321041 -0.2 0.2 0.1
O 2.645406 -1.351119 0.393776 0.4 -0.1 0.4
H 3.591914 -1.544375 0.408758 -0.1 0.1 0.2
H 2.306465 -1.700226 1.246217 -0.3 0.1 -0.3
O -0.197467 -0.433313 -0.215412 0.6 0.0 0.4
H 0.741378 -0.555510 -0.416222 -0.1 0.1 0.1
H -0.223230 0.345558 0.356283 -0.2 0.0 -0.2
O -1.142597 0.377555 3.059304 0.4 -0.3 0.2
H -0.970060 1.080681 3.693580 -0.1 0.0 0.1
H -1.029014 -0.436851 3.569789 -0.2 0.2 0.1
O 2.705472 -2.149956 -2.429158 0.3 0.2 0.3
H 3.561343 -2.403754 -2.793298 -0.1 0.0 -0.1
H 2.893026 -1.862990 -1.518464 -0.3 -0.3 -0.1
O -2.423182 -2.762326 -0.156190 0.0 -0.2 0.2
H -1.842464 -2.244705 -0.730521 -0.5 -0.1 0.1
H -2.974805 -2.094785 0.285010 0.4 0.1 -0.2
O 1.217833 0.199011 -2.784144 0.4 0.0 -0.2
H 1.825589 -0.567262 -2.730162 -0.3 0.1 -0.2
H 1.007814 0.274106 -3.721548 0.1 -0.1 0.0
O -0.366476 3.075436 1.499892 0.5 0.2 0.1
H 0.557232 2.849601 1.299321 -0.2 -0.2 0.0
H -0.431965 2.991312 2.451225 0.0 0.1 0.2
O -3.098140 -0.282878 1.091508 0.0 0.3 -0.2
H -2.769471 0.476271 0.550471 -0.4 -0.4 0.5
H -2.663551 -0.214732 1.950951 -0.1 0.3 -0.4

---

5.
39
Properties=species:S:1:pos:R:3:forces:R:3 method="wB97M-V/def2-TZVPD" homo_ev=-10.328 total_charge=0
O -1.039070 -0.624715 2.250242 -1.4 0.3 -1.1
H -0.275967 -0.318068 2.667744 2.2 0.7 1.2
H -1.764193 -0.495149 2.858442 -0.6 0.1 0.1
O -3.730355 0.750905 0.811008 -0.6 0.3 0.9
H -3.541940 -0.069866 0.401702 -0.4 -1.6 -0.8
H -2.905046 1.171940 0.636356 0.8 1.3 -0.1
O 0.790129 -0.393087 -3.160364 0.2 0.4 -0.2
H 1.565590 -0.316443 -3.719935 0.5 0.0 0.1
H 0.135822 0.050126 -3.698348 -0.5 0.1 -0.1
O 1.181142 3.062124 1.067092 0.5 -0.3 -0.5
H 1.484429 3.659127 1.749563 -0.2 0.1 0.3
H 0.333558 2.657096 1.300093 -0.1 0.2 0.2
O 0.785745 -3.047406 -2.819133 0.2 -1.7 0.1
H 1.735445 -3.154216 -2.877615 0.5 -0.8 0.5
H 0.773385 -2.165685 -3.121633 -1.0 1.9 -0.4
O 2.521295 0.475139 0.546078 -0.3 -1.7 -0.1
H 1.635745 0.093882 0.379341 0.7 0.2 -0.2
H 2.285431 1.343241 0.821353 -0.1 1.5 0.3
O -0.194064 0.176139 -0.323422 0.2 1.5 -0.1
H 0.108235 -0.645070 -0.662567 0.5 -1.5 -0.6
H -0.523318 0.006196 0.547946 -0.6 -0.4 0.9
O 3.167408 -2.417048 -1.278040 1.9 -1.0 -2.0
H 2.572643 -2.313777 -0.571026 -1.4 0.8 1.2
H 3.484670 -1.573525 -1.600936 -0.2 0.3 0.5
O -2.174846 0.745094 -1.947315 1.2 -0.3 -1.3
H -1.572680 0.768582 -2.742887 -1.4 0.2 1.2
H -1.508549 0.492406 -1.270164 -0.4 0.3 -0.3
O -1.439048 2.281638 1.571904 0.3 0.7 -0.5
H -1.560705 3.224334 1.765376 -0.3 -0.2 -0.2
H -1.280208 1.870663 2.409076 -0.2 -0.4 0.9
O -1.177694 -3.150259 2.408923 0.3 -0.2 -0.3
H -0.916645 -2.224829 2.243317 -0.2 -0.7 -0.3
H -1.324586 -3.144986 3.348233 -0.2 -0.4 0.6
O -0.856421 3.525239 -1.113979 -1.3 -1.3 -1.3
H -0.756066 4.409513 -0.842415 0.7 1.4 0.7
H -0.244649 2.938935 -0.688405 0.6 0.1 0.4
O 1.243267 -2.212116 0.701075 0.3 -0.5 0.3
H 1.992279 -2.293926 1.299821 0.2 0.6 0.3
H 0.989830 -3.142146 0.653500 -0.7 -0.1 -0.3

---

6.
39
Properties=species:S:1:pos:R:3:forces:R:3 method="wB97M-V/def2-TZVPD" homo_ev=-10.641 total_charge=0
H 0.471024 -1.078887 0.517040 -0.2 0.0 -0.2
H -0.314408 0.217356 0.403501 0.0 0.1 0.3
H 0.451910 -1.763363 2.829430 0.0 0.0 0.2
H -0.953507 -2.304198 3.035200 0.0 0.2 0.0
H -4.301180 1.574365 -3.395013 0.0 -0.1 -0.1
H -3.383885 0.946655 -2.358387 0.0 -0.1 -0.1
H 4.297608 0.190419 0.403040 0.2 -0.1 -0.4
H 5.690779 0.795216 0.345275 0.2 -0.1 0.0
H 2.552428 -1.578050 0.304073 0.2 0.1 -0.2
H 3.073395 -2.054134 -1.042025 0.2 0.1 0.2
H -1.984901 5.625850 0.506722 0.0 -0.1 0.0
H -1.728464 4.401021 -0.355877 0.1 0.0 0.1
H -5.284200 1.128129 -0.520503 -0.1 -0.1 0.0
H -4.631202 1.242763 0.847157 -0.1 0.0 0.0
H 2.391489 0.028625 -1.535939 -0.5 0.3 -0.2
H 3.876104 -0.027048 -1.856658 0.2 0.3 0.3
H -0.640308 -4.877918 -1.369626 -0.1 -0.1 0.0
H -1.684596 -4.007899 -2.049753 -0.1 -0.2 0.0
H 0.949524 2.271627 0.036002 0.0 0.1 0.0
H 1.586085 3.283200 -0.902908 -0.1 0.0 -0.1
H 2.845140 1.910266 2.259990 0.2 0.1 0.1
H 2.838224 2.126634 0.755603 0.1 0.2 0.0
H -4.020235 -1.789362 3.128186 0.1 0.1 -0.1
H -2.834458 -2.624206 3.583170 -0.2 0.0 0.2
H -0.472829 -1.770916 -2.121191 0.0 0.1 -0.1
H 0.990986 -2.179491 -2.102365 -0.1 -0.2 -0.3
O 0.387304 -0.286001 -0.024543 -0.1 1.4 2.0
O -0.073318 -2.306409 3.427950 0.1 -0.1 -0.3
O -3.803732 0.770305 -3.207869 -0.1 0.1 0.2
O 5.019318 0.379416 -0.207210 2.3 0.3 1.8
O 3.221185 -2.146582 -0.094080 -0.3 -0.4 0.1
O -2.420637 4.845091 0.146805 0.0 0.0 -0.1
O -5.227770 0.686078 0.334130 0.2 0.1 -0.1
O 3.233569 0.439899 -1.310673 -2.5 -0.2 -1.5
O -1.407616 -4.925782 -1.950950 0.1 0.2 0.0
O 1.133338 3.213403 -0.054887 -1.0 0.3 -1.3
O 2.637541 2.569250 1.587953 0.7 -0.8 1.0
O -3.070891 -1.738112 3.286645 0.1 -0.2 -0.1
O 0.399143 -1.461388 -1.851288 0.4 -1.4 -1.6

---

Let's list energy relative to the best compared isomer or geometry (same formula, charge and spin) in order: 0.0, 62.4, 262.3, 134.3, 272.3, 493.6 kJ/mol.